# C6H14

An isolated molecule of C6H14 (wB97M-V/def2-TZVPD, OMol25).

Cartesian coordinates (Å):
C (-1.7093, 0.2408, 1.4051)
C (-0.1989, 0.1899, 1.2436)
C (0.3797, -0.0479, -0.3285)
C (1.4552, -1.0614, -0.0918)
C (-0.6870, -0.5884, -1.2802)
C (0.9529, 1.2632, -0.8693)
H (-2.1520, -0.7484, 1.2453)
H (-2.1743, 0.9514, 0.7169)
H (-1.9789, 0.5503, 2.4215)
H (0.2254, 1.1410, 1.5871)
H (0.1849, -0.5439, 1.9603)
H (1.9344, -1.2472, -1.1790)
H (1.0718, -2.0233, 0.2556)
H (2.2689, -0.7022, 0.5407)
H (-1.5018, 0.1336, -1.3991)
H (-1.1127, -1.5280, -0.9181)
H (-0.2665, -0.7705, -2.2749)
H (0.1791, 2.0355, -0.9197)
H (1.3603, 1.1242, -1.8765)
H (1.7687, 1.6313, -0.2390)

Atomic forces in eV per Å
-0.15 -0.04 0.00
0.21 0.59 -1.50
-1.02 0.31 2.78
1.71 -0.75 -3.45
-0.11 0.16 0.23
-0.05 -0.09 0.15
-0.03 0.18 -0.08
0.00 -0.08 0.02
0.06 -0.04 -0.12
-0.01 -0.02 -0.16
0.16 -0.22 -0.50
-0.65 0.04 2.30
0.05 0.15 0.07
-0.17 -0.03 0.10
0.06 -0.12 0.00
0.02 0.06 -0.02
0.07 0.01 0.13
0.07 -0.04 0.00
-0.08 -0.04 0.05
-0.12 -0.03 0.00

Properties
- E_HOMO: -10.1 eV
- SMILES: CCC(C)(C)C
- Spin multiplicity: 1
- Electronic energy: -6448.814 eV
- ΔE to the lowest compared entry with this formula, charge and spin: 57.4 kJ/mol
- Largest force on an atom: 3.92 eV Å⁻¹


# C25H29N5O5S2

A structure of composition C25H29N5O5S2 (wB97M-V/def2-TZVPD, OMol25).

Cartesian coordinates (Å):
C (6.9037, 1.3155, 0.8219)
C (7.0196, 0.4189, -0.4076)
O (5.9339, 0.5761, -1.2979)
C (4.7311, 0.0120, -1.0074)
C (3.7033, 0.2996, -1.9082)
C (2.4428, -0.2182, -1.7188)
C (2.1608, -1.0295, -0.6228)
C (3.1858, -1.3273, 0.2598)
C (4.4602, -0.8198, 0.0727)
H (5.2282, -1.0851, 0.7819)
H (3.0051, -1.9760, 1.1025)
C (0.7370, -1.4790, -0.4059)
N (-0.0482, -0.3994, 0.1921)
C (-1.2113, -0.0494, -0.4253)
O (-1.6055, -0.7150, -1.3900)
C (-2.0243, 1.0620, 0.0310)
C (-3.2263, 1.4129, -0.6058)
N (-3.7937, 0.7953, -1.6410)
H (-3.2973, 0.0217, -2.0585)
H (-4.6478, 1.1921, -2.0079)
C (-3.7993, 2.5591, 0.0344)
N (-3.1151, 3.0388, 1.0497)
S (-1.7681, 2.1987, 1.3259)
C (-5.0641, 3.1829, -0.4024)
O (-5.7111, 2.7632, -1.3490)
N (-5.4311, 4.2499, 0.3329)
H (-6.2779, 4.7435, 0.1085)
H (-4.8506, 4.5471, 1.0980)
C (0.5371, 0.2325, 1.3509)
C (1.4657, 1.3587, 1.0102)
C (2.6484, 1.6656, 1.6073)
C (3.2862, 2.7864, 1.0307)
C (2.5816, 3.3094, -0.0017)
S (1.1192, 2.4556, -0.2845)
H (2.8251, 4.1489, -0.6213)
H (4.2276, 3.1785, 1.3704)
H (3.0535, 1.1071, 2.4321)
H (1.1068, -0.5290, 1.8932)
H (-0.2578, 0.5773, 2.0217)
H (0.2760, -1.6718, -1.3862)
C (0.6034, -2.7977, 0.3705)
O (1.4301, -3.6831, 0.3047)
N (-0.5184, -2.8823, 1.1153)
H (-1.2420, -2.1870, 1.0045)
C (-0.9750, -4.1138, 1.7101)
H (-1.2228, -3.9304, 2.7599)
H (-0.1668, -4.8442, 1.6427)
C (-2.2245, -4.6276, 0.9737)
C (-1.9280, -5.1045, -0.4546)
H (-1.7718, -6.1797, -0.4975)
C (-3.1616, -4.6439, -1.2265)
H (-2.9686, -4.4835, -2.2840)
C (-3.4995, -3.3472, -0.4965)
H (-4.5560, -3.0770, -0.5482)
O (-3.1814, -3.5765, 0.8703)
H (-2.8986, -2.5172, -0.8917)
H (-3.9727, -5.3645, -1.1132)
H (-1.0356, -4.6060, -0.8349)
H (-2.6748, -5.4325, 1.5721)
H (1.6570, 0.0197, -2.4213)
H (3.9244, 0.9352, -2.7510)
H (7.8956, 0.7079, -0.9953)
H (7.1335, -0.6322, -0.1157)
H (6.0158, 1.0673, 1.3980)
H (7.7814, 1.1924, 1.4507)
H (6.8336, 2.3550, 0.5113)

Atomic forces in eV per Å
-0.09 -0.19 -0.36
0.27 0.05 0.33
-0.22 0.02 -0.16
-0.26 -0.02 -0.07
0.19 0.03 0.05
0.11 -0.16 0.13
0.11 -0.30 0.03
-0.11 -0.03 -0.25
0.34 0.07 0.03
0.11 0.02 0.06
-0.02 -0.09 0.07
0.18 -0.11 -0.43
-0.07 -0.28 -0.14
0.05 -0.33 -0.11
-0.05 0.09 -0.14
-0.43 0.70 0.32
0.49 -0.14 0.35
-0.22 -0.22 -0.45
-0.07 0.11 0.05
0.09 -0.07 0.02
0.59 -0.27 0.18
-0.31 0.15 -0.07
-0.33 -0.20 -0.25
-0.29 0.44 0.18
-0.02 -0.14 -0.15
-0.09 0.17 0.10
0.05 -0.07 -0.03
-0.02 0.02 0.00
-0.05 0.29 0.17
0.02 0.33 -0.17
-0.34 -0.07 0.00
0.08 0.22 -0.08
-0.30 -0.07 -0.14
0.44 0.03 0.35
0.11 0.19 -0.11
0.18 0.09 0.03
0.08 -0.19 0.14
-0.14 0.10 0.05
0.16 -0.25 0.01
0.15 0.00 0.30
-0.12 0.34 0.11
0.19 -0.21 -0.18
-0.42 0.03 0.09
0.16 0.04 -0.04
-0.32 -0.23 0.03
0.06 -0.09 -0.05
-0.08 0.03 0.09
0.43 -0.31 0.18
-0.17 0.15 0.11
0.07 -0.03 0.01
-0.04 0.11 0.22
-0.03 -0.02 -0.08
-0.13 0.10 -0.45
0.05 0.00 -0.03
0.10 0.05 0.24
-0.11 -0.12 0.06
-0.03 -0.01 -0.05
0.06 -0.03 -0.02
0.09 0.08 -0.08
-0.09 0.03 -0.08
0.03 0.09 -0.10
-0.09 -0.12 0.10
0.00 0.08 -0.09
-0.06 0.00 0.10
0.09 0.00 0.10
0.01 0.10 0.00

Properties
- E_HOMO: -8.1 eV
- Spin multiplicity: 1
- Electronic energy: -65755.754 eV
- ΔE to the lowest compared entry with this formula, charge and spin: 93.8 kJ/mol
- Largest force on an atom: 0.88 eV Å⁻¹


# C3H5N3O

A structure of composition C3H5N3O (wB97M-V/def2-TZVPD, OMol25).

Cartesian coordinates (Å):
C (1.3720, -0.1365, -0.1136)
N (-2.1940, -0.1759, 1.3075)
N (1.8612, -0.8665, -1.1574)
C (-0.3194, 0.0572, 0.0392)
N (-0.8910, 0.1357, 1.1765)
C (1.2255, 1.1673, 0.0046)
O (1.4031, 2.3067, 0.2973)
H (-2.6312, 0.2993, 2.0836)
H (-2.7695, -0.2483, 0.4684)
H (1.5687, -1.8247, -1.2738)
H (2.2151, -0.3964, -1.9806)
H (-0.8406, -0.3180, -0.8518)

Atomic forces in eV per Å
-2.60 0.96 0.30
-0.43 0.02 -0.14
0.33 -0.44 -0.67
0.30 -1.67 0.27
0.65 0.10 -0.20
2.43 1.80 0.65
-0.91 -1.24 -0.42
0.08 -0.08 -0.15
0.22 0.20 0.15
0.21 0.26 0.19
-0.32 -0.22 0.15
0.04 0.31 -0.13

Properties
- E_HOMO: -7.7 eV
- Spin multiplicity: 1
- Electronic energy: -9705.632 eV
- ΔE to the lowest compared entry with this formula, charge and spin: 477.8 kJ/mol
- Largest force on an atom: 3.09 eV Å⁻¹


# C70H75N15

A cluster of 15 separate species, C70H75N15 in total (wB97M-V/def2-TZVPD, OMol25).

Cartesian coordinates (Å):
N (-5.3635, 2.7658, -2.7059)
C (-4.4690, 1.8645, -3.1894)
C (-5.2038, 0.8026, -3.6587)
C (-6.5161, 1.0656, -3.3975)
C (-6.6209, 2.2922, -2.8008)
H (-5.2250, 3.6437, -2.2261)
H (-3.3944, 1.9583, -3.1369)
H (-4.8483, -0.1818, -3.9251)
H (-7.3080, 0.3392, -3.5052)
H (-7.4312, 2.8837, -2.4009)
N (-1.2094, 4.1905, -2.8431)
C (-1.7992, 4.0890, -4.0960)
C (-0.8565, 3.5914, -5.0866)
C (0.2958, 3.2734, -4.3668)
C (0.0387, 3.5430, -2.9741)
H (-1.6610, 4.4908, -1.9911)
H (-2.8263, 4.4081, -4.1949)
H (-1.0287, 3.4479, -6.1431)
H (1.2329, 2.9769, -4.8145)
H (0.7542, 3.4186, -2.1747)
N (-5.6633, -2.2274, 0.0219)
C (-4.5557, -2.9350, 0.4463)
C (-3.6641, -3.0609, -0.6116)
C (-4.2350, -2.4100, -1.7402)
C (-5.4680, -1.8482, -1.3160)
H (-6.4726, -2.0063, 0.5842)
H (-4.5624, -3.2984, 1.4633)
H (-2.6921, -3.5162, -0.4917)
H (-3.7641, -2.2571, -2.7000)
H (-6.1148, -1.2257, -1.9165)
N (0.9432, -7.1058, -2.8415)
C (0.1436, -7.4420, -1.8210)
C (-0.5004, -6.3376, -1.4591)
C (-0.0559, -5.2726, -2.2198)
C (0.8846, -5.7784, -3.0842)
H (1.6000, -7.7496, -3.2590)
H (0.1067, -8.4775, -1.5164)
H (-1.2025, -6.2653, -0.6417)
H (-0.4223, -4.2830, -1.9897)
H (1.5278, -5.3153, -3.8178)
N (-1.6131, -0.3066, 4.3864)
C (-1.5542, -0.7780, 5.6531)
C (-0.1803, -0.8038, 6.0695)
C (0.5438, -0.3531, 4.9603)
C (-0.3600, -0.1797, 3.9260)
H (-2.4642, -0.1823, 3.8569)
H (-2.4894, -1.0040, 6.1437)
H (0.1975, -1.1144, 7.0324)
H (1.6206, -0.2820, 4.9172)
H (-0.1898, 0.1373, 2.9078)
N (6.0367, 1.4916, 4.7170)
C (5.7417, 0.6573, 5.7396)
C (4.8290, -0.3783, 5.6312)
C (4.2007, -0.5733, 4.3607)
C (4.4780, 0.2338, 3.2804)
C (5.3899, 1.2813, 3.4888)
H (6.2950, 0.7464, 6.6629)
H (4.4848, -1.1321, 6.3237)
H (3.4827, -1.3756, 4.2767)
H (4.0839, 0.0250, 2.2969)
H (5.7412, 1.8287, 2.6266)
N (-3.8989, 0.9630, 2.7342)
C (-4.6621, 2.0628, 2.9862)
C (-5.5116, 2.6820, 2.0444)
C (-5.5493, 2.1462, 0.7580)
C (-4.7639, 1.0545, 0.4280)
C (-3.9782, 0.4904, 1.4663)
H (-4.6050, 2.5135, 3.9660)
H (-6.1236, 3.5342, 2.3003)
H (-6.2257, 2.5625, 0.0261)
H (-4.9699, 0.6153, -0.5370)
H (-3.5589, -0.4911, 1.3015)
N (2.9341, -2.4226, -5.0054)
C (2.5369, -1.4003, -5.7818)
C (1.9803, -0.2559, -5.1957)
C (1.7098, -0.2206, -3.8211)
C (2.0281, -1.3589, -3.0548)
C (2.7009, -2.4480, -3.6679)
H (2.7760, -1.4149, -6.8349)
H (1.5392, 0.5428, -5.7735)
H (1.1370, 0.5917, -3.3986)
H (1.6507, -1.3883, -2.0433)
H (2.9607, -3.3609, -3.1526)
N (1.0235, 3.5640, 6.4008)
C (2.2056, 4.2311, 6.1373)
C (2.6982, 4.2703, 4.7674)
C (1.9307, 3.6708, 3.7555)
C (0.7017, 3.0544, 4.0818)
C (0.2834, 3.0620, 5.3722)
H (2.8719, 4.5603, 6.9209)
H (3.6627, 4.7237, 4.5928)
H (2.3019, 3.7150, 2.7423)
H (0.2541, 2.5820, 3.2199)
H (-0.6125, 2.5081, 5.6107)
N (3.2622, 2.9666, 0.1335)
C (3.3549, 2.2813, -1.0435)
C (4.5872, 2.0290, -1.7046)
C (5.7623, 2.4566, -1.0670)
C (5.6599, 3.1097, 0.1490)
C (4.4082, 3.4153, 0.6769)
H (2.4293, 1.8382, -1.3801)
H (4.5988, 1.4452, -2.6131)
H (6.7470, 2.1809, -1.4144)
H (6.5745, 3.2886, 0.6948)
H (4.4684, 3.9936, 1.5870)
N (-1.7514, 4.8870, -0.1656)
C (-0.6688, 5.6683, 0.2345)
C (-0.5157, 6.0966, 1.5403)
C (-1.3418, 5.6794, 2.5269)
C (-2.3615, 4.7252, 2.2163)
C (-2.5468, 4.3729, 0.8643)
H (-0.0522, 6.1077, -0.5356)
H (0.2344, 6.8473, 1.7409)
H (-1.4275, 6.0843, 3.5245)
H (-3.0517, 4.4181, 2.9881)
H (-3.3648, 3.7509, 0.5320)
N (-1.5195, -0.8163, -6.4826)
C (-1.6746, -0.6299, -5.1358)
C (-1.3493, -1.5876, -4.2263)
C (-0.7746, -2.7779, -4.6676)
C (-0.6687, -2.9466, -6.0658)
C (-1.0165, -1.9336, -6.9557)
H (-2.0521, 0.2964, -4.7286)
H (-1.5183, -1.3967, -3.1768)
H (-0.2814, -3.5260, -4.0646)
H (-0.3056, -3.8739, -6.4837)
H (-0.8730, -2.0593, -8.0187)
N (5.4790, -1.2139, -1.0528)
C (4.4197, -1.2819, -0.2190)
C (3.8980, -2.4900, 0.2035)
C (4.5736, -3.6764, -0.2014)
C (5.6805, -3.5790, -1.0425)
C (6.0965, -2.3195, -1.4920)
H (3.9895, -0.3120, -0.0174)
H (2.9677, -2.5316, 0.7505)
H (4.1484, -4.6074, 0.1432)
H (6.1980, -4.4774, -1.3450)
H (7.0286, -2.1397, -2.0071)
N (-1.1797, -5.1163, 2.0769)
C (-0.7579, -3.8502, 2.0780)
C (0.2521, -3.3683, 2.9167)
C (0.8816, -4.3052, 3.7458)
C (0.4743, -5.6212, 3.7251)
C (-0.6521, -5.9385, 2.9767)
H (-1.3635, -3.1699, 1.4977)
H (0.5880, -2.3422, 2.8900)
H (1.7319, -3.9487, 4.3083)
H (1.0188, -6.2884, 4.3769)
H (-1.0936, -6.9235, 2.9415)
N (0.6361, -0.6724, 0.2550)
C (0.7973, 0.6418, 0.5209)
C (-0.1232, 1.6469, 0.1765)
C (-1.3906, 1.1568, -0.3345)
C (-1.5692, -0.2414, -0.4631)
C (-0.5260, -1.0861, -0.2001)
H (1.6963, 1.0689, 0.9403)
H (0.1718, 2.6701, 0.3564)
H (-2.1773, 1.7757, -0.7401)
H (-2.4538, -0.6240, -0.9505)
H (-0.5073, -2.1547, -0.3553)

Atomic forces in eV per Å
0.38 1.22 0.71
0.65 -0.39 -0.22
1.84 -0.77 0.33
-2.81 -0.45 0.43
-0.53 -0.09 -0.02
0.68 -0.19 -0.34
-0.12 0.40 -0.02
0.31 0.28 -0.42
-0.18 0.25 -0.25
-0.12 -0.24 -0.22
1.68 -2.66 -3.14
1.28 0.13 -1.13
-2.32 0.96 2.47
-0.54 0.48 2.51
0.26 0.84 -1.83
0.03 -0.08 0.52
0.09 0.07 -0.27
-0.15 0.11 0.15
0.03 -0.27 0.34
-0.26 0.26 0.19
0.79 0.37 -1.66
-0.46 0.16 -0.45
-0.65 0.19 0.92
-1.39 1.01 1.23
1.64 -1.39 0.14
0.26 -0.05 -0.17
0.34 -0.11 -0.12
-0.09 -0.17 -0.29
-0.17 -0.09 -0.01
-0.28 -0.13 0.45
1.69 -0.79 -1.05
0.21 -2.26 -0.17
-1.90 0.46 2.33
0.19 0.95 -0.06
0.06 0.97 -0.40
-0.17 0.31 -0.06
-0.19 0.18 0.20
-0.06 0.00 -0.05
0.36 0.20 -0.60
-0.14 -0.01 -0.01
0.05 -1.11 0.36
1.19 0.09 1.49
-2.70 0.01 -0.42
0.05 -0.71 -0.57
1.27 1.44 -0.79
-0.03 0.20 -0.12
0.26 -0.05 0.30
-0.12 0.09 -0.07
-0.14 0.16 -0.20
0.05 0.04 0.07
-1.28 -0.73 -1.76
-0.16 -0.07 -0.78
-1.44 -0.47 -2.70
0.37 0.17 1.42
0.88 0.76 0.46
0.97 -1.04 2.36
0.15 0.49 0.05
0.65 0.41 0.83
0.01 -0.17 -0.13
-0.14 0.14 -0.02
0.00 0.50 0.27
-1.11 0.90 -1.22
-0.01 0.11 -0.94
0.95 -0.96 0.21
0.03 0.25 0.38
-0.33 0.13 1.40
-1.10 -0.02 0.05
0.14 -0.28 0.30
0.04 0.01 0.19
-0.04 0.03 -0.12
0.72 -0.34 -0.09
0.51 0.08 -0.05
0.11 -0.57 0.19
0.43 0.62 2.16
-0.83 -0.12 0.40
0.42 -1.70 -0.51
0.20 -0.03 -0.65
-1.14 1.97 -1.48
-0.14 -0.33 -0.12
0.38 0.14 -0.40
0.05 0.16 0.09
0.41 -0.19 0.29
0.13 0.06 0.19
1.15 1.32 -0.37
-1.50 -2.31 -3.17
-1.39 -0.37 1.71
0.26 0.65 1.43
2.12 0.95 -1.94
0.88 -0.08 1.39
-0.47 0.11 0.41
0.03 0.05 -0.22
-0.11 -0.25 -0.20
-0.80 -0.20 0.42
-0.18 0.12 0.45
0.57 0.09 -0.57
1.54 0.34 0.89
-0.74 0.51 1.08
-0.80 -0.59 0.03
-0.05 -0.23 -0.47
0.50 -0.73 -0.75
-0.09 0.09 -0.30
0.03 0.02 -0.04
-0.05 0.00 -0.34
-0.05 0.46 0.15
-0.93 0.02 0.30
0.98 0.16 2.76
-2.85 -1.05 -0.51
1.12 0.74 -0.42
-2.78 -1.79 0.40
0.84 0.97 -1.28
1.73 1.54 -0.56
0.04 -0.30 -0.27
0.19 -0.03 0.05
0.77 0.13 0.09
0.01 -0.23 -0.09
-0.03 -0.12 0.09
-0.44 1.98 0.77
0.01 -0.57 -1.80
0.56 -1.06 0.73
0.31 0.14 -2.07
0.25 -0.39 0.67
-0.29 -0.42 1.71
-0.20 0.40 -0.64
0.19 0.05 0.18
-0.57 0.01 0.37
0.30 -0.13 0.16
-0.14 0.16 -0.16
0.17 0.18 -0.04
0.78 -0.49 -1.39
0.66 -0.83 -0.57
-0.67 1.54 0.06
-0.25 -0.12 0.04
-0.83 0.34 1.96
-0.28 0.00 0.33
0.03 -0.01 0.25
0.28 -0.26 -0.13
0.09 -0.04 -0.09
-0.13 -0.25 -0.52
-0.52 0.57 0.56
0.03 0.29 0.79
-0.09 -0.97 -0.24
0.12 1.10 -1.10
-0.17 0.39 0.85
0.68 -0.55 -1.03
0.24 0.14 -0.45
-0.22 0.04 0.01
0.06 -0.28 0.32
-0.37 -0.49 -0.07
0.19 -0.29 0.32
1.38 1.30 1.29
-0.93 0.70 -0.90
-1.92 -2.33 -0.31
1.94 -0.47 0.23
-0.26 1.71 -0.78
0.76 -0.37 0.17
0.60 -0.78 0.14
-0.35 0.19 -0.18
0.04 0.39 0.27
-0.27 -0.01 0.24
-0.67 -0.19 -0.29

Properties
- E_HOMO: -7.7 eV
- Spin multiplicity: 1
- Electronic energy: -96152.430 eV
- Largest force on an atom: 4.44 eV Å⁻¹


What is the largest force on an atom in the fourth record? 4.44 eV Å⁻¹


Which value of spin multiplicity does entry 3 give? 1